The following is a quantum chemistry calculation of a 4-piece molecular cluster, C29H56ClN5O6 overall in a non-equilibrium geometry, from the Open Molecules 2025 dataset.

Geometry as XYZ:
```
97
C29H56ClN5O6 | the Open Molecules 2025 dataset | wB97M-V/def2-TZVPD
C 2.2567 0.5051 9.0327
H -0.3531 -5.6057 -11.8325
H 2.2614 -0.7769 -7.0878
C 2.2564 1.0333 5.2781
C -4.0909 4.9427 4.6950
C -0.1423 -0.8558 -1.4426
C 1.1840 -6.3581 -7.9212
H 2.2349 2.1282 5.2186
N 1.9878 1.1268 7.7329
H 2.7208 -0.5354 6.6380
H -3.2228 3.2729 5.7224
H 0.1574 -2.3941 2.7389
H 1.2886 -5.6592 -11.1774
C 1.7578 -0.3653 -6.1344
H -5.7520 6.9486 3.9480
H 0.7109 -1.8342 7.1320
H 1.0013 1.0150 7.5280
H 0.4524 -0.5400 2.3393
C 0.8380 -1.6251 2.2265
H -0.4092 4.8372 5.8172
H 3.2904 -5.2180 -6.6540
H -0.6511 2.5774 -2.7779
H -5.7072 6.9028 1.5501
H 0.1281 4.5774 4.1468
H 1.5878 1.7683 -7.0783
H 0.4710 -5.6705 -7.4554
H -2.8811 6.3860 3.9253
H -0.1342 -3.4738 -8.3477
H 1.8975 -1.6594 2.6870
H -3.1279 4.5974 1.6665
C 2.0559 -3.4963 -7.0806
C 0.3239 -6.1735 -11.1914
O -1.8229 4.0785 4.4878
C -0.6468 0.6561 -1.4508
C -0.7058 4.9111 4.7675
H 1.1001 -7.8027 -9.5536
H -0.3891 -0.4535 7.4643
C 0.9848 -1.9050 0.6417
C 0.4336 -7.1230 -9.0095
H -2.0124 5.9166 2.1584
H -4.3091 4.3623 3.7929
C 0.9029 -0.5979 -3.9767
H -5.2024 5.3093 2.0572
C -0.3141 1.4752 -2.7160
H -1.2348 -1.2324 0.5336
H 0.1683 -1.9889 -9.2674
C 2.7713 0.5581 6.6350
C 1.9077 -0.9835 9.1906
H -0.2955 1.7143 6.0468
C 0.6209 -2.9151 -8.9063
H 3.8177 0.8550 6.7475
H 3.3106 0.6579 9.2885
C 2.9284 -4.6773 -7.5348
H 3.8119 -4.2672 -8.0356
H -0.8717 -2.0889 7.8890
H 2.6386 -2.9305 -6.3486
H 1.6713 1.0657 9.7689
N 0.6926 1.7778 -5.0656
H -4.4753 8.0026 3.3617
C -4.8980 6.3615 2.0512
H -2.1849 5.4932 0.4617
H -0.9219 5.9520 4.5125
C -0.0821 1.4031 5.0204
H -4.9667 4.9060 5.3487
O 1.7447 -2.5724 -8.1082
H 2.2300 -1.2831 10.1934
H 1.5313 -7.0623 -7.1601
C -2.9121 4.2695 5.3949
H 0.9449 -3.4780 -9.7833
C 0.5980 -1.4441 -2.6689
N -3.7922 6.3376 4.3669
O -0.2431 -6.2225 -9.8905
H 0.9333 -2.5463 -2.5990
H 0.1452 2.2760 4.4045
H -0.8566 -2.7493 -0.4898
C 1.3519 1.1365 -6.1524
H 2.4601 -1.6253 8.4959
H 1.1499 -3.8175 -6.5567
H 2.9401 0.6789 4.5009
H 0.4411 -7.1763 -11.6107
H -1.2274 1.1066 -0.5644
C -0.0166 -1.4120 7.8305
H -0.3397 -7.7353 -8.5365
H -2.6060 4.8256 6.2889
C -4.7695 6.9528 3.4641
O -3.7465 6.5549 1.2364
O 0.5117 -1.2586 9.1394
N 2.3331 -5.6363 -8.4704
N 1.5759 -1.2900 -5.0456
C -0.4380 -1.7328 -0.1390
C 0.4473 0.8805 -3.9712
H -0.9757 0.9194 4.6210
O 0.9794 0.4594 4.9889
H 1.7084 -1.1116 0.2169
Cl 1.7654 -3.5639 0.2938
C -2.7278 5.5808 1.4054
H 2.0407 -5.1295 -9.2981
```

Computed properties:
Largest force on an atom, eV/A: 6.451
2S+1: 1
Net charge: 0
DFT total energy, hartree: -2323.62868
HOMO energy, eV: -8.5
E_LUMO, eV: -0.773
Kohn-Sham gap, eV: 7.75